A cluster of 14 separate species, C35H103N15O19 in total in a non-equilibrium geometry, computed with ωB97M-V/def2-TZVPD.

## Properties
LUMO level ... -0.120 eV
Gap between HOMO and LUMO ... 8.21 eV
Molar mass ... 1038.3 g/mol
HOMO level ... -0.306 Ha
Energy ... -3645.757867 hartree
Strongest force on any atom ... 8.4 eV Å⁻¹

Geometry as ORCA input:
```
! wB97M-V def2-TZVPD RIJCOSX def2/J DEFGRID3
* xyz 0 1
C -13.9832 5.4261 -9.8404
O -13.1857 4.2327 -9.4941
C -13.0639 3.6194 -8.2247
C -14.4365 3.2104 -7.9906
N -15.0131 2.5337 -9.1768
C -16.4373 2.1143 -9.0111
C -16.8259 1.3294 -10.2662
O -16.9868 2.2689 -11.4338
C -17.7408 1.6190 -12.3831
H -13.6339 6.3352 -9.3509
H -15.0209 5.3688 -9.5120
H -13.9339 5.5622 -10.9208
H -12.7225 4.3657 -7.5073
H -12.3551 2.7964 -8.1333
H -14.9837 4.1501 -7.9151
H -14.6375 2.5544 -7.1436
H -15.1055 3.2044 -9.9263
H -17.1305 2.9296 -8.8042
H -16.5346 1.3419 -8.2482
H -17.7703 0.9286 -9.8980
H -16.1302 0.5364 -10.5407
H -17.5994 0.5923 -12.7205
H -17.9384 2.2144 -13.2745
H -18.7424 1.5236 -11.9638
C -8.8975 1.9688 -15.4166
O -9.9485 1.3236 -16.0652
C -11.0137 1.0332 -15.1797
C -12.1692 0.2992 -15.8488
N -12.2696 -1.1574 -15.3917
C -13.4361 -1.8352 -15.9019
C -13.0106 -2.5670 -17.2189
O -12.7231 -3.9116 -16.8591
C -11.5493 -4.3093 -17.7028
H -9.1026 2.7555 -14.6906
H -8.2575 2.3064 -16.2319
H -8.3172 1.1583 -14.9756
H -11.3952 1.8427 -14.5573
H -10.5716 0.3723 -14.4341
H -12.2592 0.5573 -16.9040
H -13.0390 0.7011 -15.3292
H -12.0666 -1.0357 -14.4098
H -14.2410 -1.1215 -16.0774
H -13.8119 -2.5016 -15.1255
H -12.1941 -1.9997 -17.6657
H -13.8734 -2.5188 -17.8833
H -11.5706 -4.0101 -18.7507
H -11.3470 -5.3495 -17.4474
H -10.6524 -3.7618 -17.4131
C -14.4704 5.3052 -23.8056
O -13.1503 5.2703 -23.2108
C -12.5369 6.5201 -22.8408
C -11.2325 6.2813 -22.0314
N -10.6504 7.5399 -21.5177
C -10.8920 7.7130 -20.0749
C -10.0130 8.8458 -19.4671
O -10.6396 9.3270 -18.2721
C -10.4410 8.4592 -17.0945
H -14.4343 5.3122 -24.8950
H -15.1341 6.0949 -23.4534
H -15.0107 4.3793 -23.6087
H -13.1376 7.0352 -22.0912
H -12.4666 7.0943 -23.7646
H -10.5132 5.7270 -22.6344
H -11.4757 5.4933 -21.3186
H -11.0173 8.3520 -21.9931
H -10.8274 6.8252 -19.4458
H -11.9368 7.9929 -19.9397
H -9.9847 9.7018 -20.1414
H -8.9540 8.6342 -19.3199
H -10.9984 7.5308 -17.2188
H -10.6632 9.0011 -16.1752
H -9.3889 8.2176 -16.9438
C -2.1165 -0.6870 -23.9366
O -1.6530 0.7365 -23.9246
C -1.3855 1.4560 -22.6678
C -2.0774 2.8173 -22.4236
N -3.1614 2.7851 -21.4593
C -4.2117 3.8124 -21.5484
C -3.6686 5.3129 -21.5936
O -3.0981 5.5427 -22.8834
C -2.4085 6.6746 -23.2053
H -1.3527 -1.4592 -23.8455
H -2.4649 -0.9485 -24.9358
H -2.9075 -0.9897 -23.2505
H -0.3050 1.5991 -22.6792
H -1.4411 0.8735 -21.7482
H -2.6767 3.0464 -23.3048
H -1.3996 3.6050 -22.0949
H -2.6933 2.8063 -20.5646
H -4.9825 3.6510 -20.7947
H -4.7837 3.7966 -22.4761
H -2.8994 5.4035 -20.8267
H -4.5043 5.9805 -21.3833
H -2.1442 6.6940 -24.2626
H -1.6265 6.7840 -22.4540
H -3.0595 7.5391 -23.0749
C -8.1841 -6.4471 -11.4953
O -7.8039 -7.6165 -10.8865
C -8.1105 -7.8380 -9.5067
C -7.1559 -8.8563 -8.7583
N -7.4296 -10.3157 -8.8906
C -6.6666 -11.1710 -7.9930
C -6.0461 -12.4263 -8.6216
O -5.1014 -11.9183 -9.6387
C -4.1220 -12.8730 -9.8992
H -7.9609 -6.5507 -12.5572
H -7.8855 -5.4190 -11.2905
H -9.2714 -6.3772 -11.4636
H -9.0915 -8.2759 -9.6909
H -8.0192 -6.9261 -8.9167
H -6.9328 -8.6259 -7.7166
H -6.2141 -8.7234 -9.2907
H -7.3025 -10.7463 -9.7953
H -7.2986 -11.4712 -7.1572
H -5.8228 -10.6340 -7.5597
H -6.6808 -13.2804 -8.8574
H -5.5601 -13.0133 -7.8423
H -3.4597 -13.2650 -9.1274
H -3.3334 -12.4098 -10.4922
H -4.4398 -13.6724 -10.5686
C -16.5932 -9.6055 -20.9070
O -15.9887 -10.1282 -21.8067
N -17.2999 -10.3088 -20.0746
N -16.5446 -8.3764 -20.5500
H -17.6330 -11.2065 -20.3960
H -17.6571 -9.9099 -19.2182
H -16.6393 -8.0687 -19.5927
H -16.1943 -7.7442 -21.2556
C -8.0899 -0.8910 -21.3271
O -9.2234 -1.3522 -21.6086
N -7.1382 -0.6061 -22.1465
N -7.6224 -0.6045 -20.1846
H -7.0683 -1.0497 -23.0512
H -6.2906 -0.1638 -21.8208
H -6.6648 -0.3728 -19.9624
H -8.1748 -0.7829 -19.3581
C -15.7613 -6.0640 -7.7894
O -15.9032 -6.0982 -6.5808
N -16.1935 -7.0364 -8.5351
N -15.0973 -5.1098 -8.3791
H -16.0155 -6.9563 -9.5261
H -16.9059 -7.6509 -8.1678
H -14.9100 -5.2551 -9.3609
H -14.6138 -4.4125 -7.8314
C -7.7283 -6.9200 -22.8912
O -7.7756 -8.0584 -23.1048
N -7.2121 -6.3719 -21.8205
N -8.3296 -6.0634 -23.5918
H -7.3395 -5.3796 -21.6820
H -6.4559 -6.9004 -21.4093
H -8.8466 -6.4186 -24.3835
H -8.2393 -5.0599 -23.5227
C -12.8328 -9.7685 -13.4431
O -13.0588 -10.6465 -12.5972
N -13.7988 -9.3102 -14.2349
N -11.7255 -9.3016 -13.8241
H -13.6182 -8.7144 -15.0302
H -14.6815 -9.7929 -14.1459
H -11.0005 -9.4310 -13.1329
H -11.6352 -8.5329 -14.4729
O -13.3604 -4.3089 -24.2888
H -12.9681 -4.7751 -25.0271
H -12.6382 -3.8070 -23.9109
O -13.8491 0.6805 -21.8531
H -13.7902 1.4624 -22.4021
H -13.2265 0.0665 -22.2425
O -19.5271 0.1425 -19.7328
H -19.4843 0.0303 -20.6825
H -18.6142 0.1132 -19.4464
O -12.2897 -0.7034 -10.4589
H -12.8515 0.0200 -10.1810
H -11.7015 -0.8488 -9.7179
*
```

Löwdin population analysis, charges in e, atoms 1 to 8: C -0.05; O -0.22; C -0.22; C -0.24; N -0.04; C -0.20; C -0.17; O -0.17


An isolated molecule of C5H6N2S in a non-equilibrium geometry, computed with ωB97M-V/def2-TZVPD.

## Properties
SMILES string ... N#CC(=S)C[C@H]1CN1
LUMO level ... -1.368 eV
Gap between HOMO and LUMO ... 8.18 eV
Molar mass ... 126.2 g/mol
HOMO level ... -0.351 Ha
Energy ... -701.729930 hartree
Strongest force on any atom ... 2.8 eV Å⁻¹

Geometry as ORCA input:
```
! wB97M-V def2-TZVPD RIJCOSX def2/J DEFGRID3
* xyz 0 1
C 0.8968 0.0675 -1.7058
C -0.4131 0.0845 -0.9998
C -0.2371 0.3672 0.4921
C -1.2821 0.3587 1.4723
C 1.9488 -0.6603 -0.9217
H -1.0984 0.8677 -1.4486
H -0.8324 -0.9777 -1.0749
H 0.5610 1.0473 0.7790
H -1.0688 0.9298 2.3424
H -2.3316 0.1530 1.3024
H 0.3104 -0.9442 2.0015
N -0.4381 -0.7919 1.2933
N 2.8518 -1.1155 -0.3259
S 1.1328 0.6137 -3.2062
*
```

natural (NBO) population analysis, charges in e, atoms 1 to 8: C -0.19; C -0.48; C -0.10; C -0.25; C 0.21; H 0.24; H 0.27; H 0.20


A structure of composition C2H7N2O6S2 in a non-equilibrium geometry, computed with ωB97M-V/def2-TZVPD.

## Properties
LUMO level (alpha / beta) ... 2.199 / 2.359 eV
Gap between HOMO and LUMO (alpha / beta) ... 8.60 / 8.19 eV
Molar mass ... 219.2 g/mol
HOMO level (alpha / beta) ... -0.235 / -0.214 Ha
Energy ... -1437.669729 hartree
Strongest force on any atom ... 5.3 eV Å⁻¹

Geometry as ORCA input:
```
! wB97M-V def2-TZVPD RIJCOSX def2/J DEFGRID3
* xyz -1 1
C -0.8966 1.2406 0.1528
C 0.0001 0.0510 0.1419
N 1.7079 1.4197 1.8289
N -1.9435 1.1255 -0.8503
O -1.8604 -1.2226 1.5250
O 0.3292 -0.4226 -2.4409
O 0.2230 -2.4134 0.9339
O -1.4365 -1.7643 -0.7698
O 1.6858 -1.6831 -0.7371
O 2.0575 0.7734 -1.1649
S -0.8634 -1.4650 0.5259
S 1.0974 -0.2991 -1.1945
H -1.1911 1.2798 1.1815
H -0.5106 2.2961 0.0179
H 1.9752 1.6109 0.9521
H 2.3808 0.6631 2.1544
H 1.2012 -2.2040 0.0909
H -1.4684 0.6951 -1.7710
H -2.4876 0.3189 -0.5766
*
```

natural (NBO) population analysis, charges in e, atoms 1 to 8: C -0.34; C -0.46; N -0.62; N -0.82; O -0.98; O -0.93; O -0.98; O -0.97


The ion C16H26NO3 with charge +1 in a non-equilibrium geometry, computed with ωB97M-V/def2-TZVPD.

## Properties
SMILES string ... C[C@H]1CC=CC(=O)[C@@H]1C(=O)C[C@@H]1CCC[N@H+]1CCCO
LUMO level ... -3.016 eV
Gap between HOMO and LUMO ... 9.97 eV
Molar mass ... 280.4 g/mol
HOMO level ... -0.477 Ha
Energy ... -905.512185 hartree
Strongest force on any atom ... 2.5 eV Å⁻¹

Geometry as ORCA input:
```
! wB97M-V def2-TZVPD RIJCOSX def2/J DEFGRID3
* xyz 1 1
O 0.2214 1.5194 0.7763
O -1.5478 -0.9821 -0.5589
O -0.4089 0.2447 -3.6975
C -0.8383 1.2844 1.3475
C -0.8109 -0.9745 0.4315
C -1.6601 2.4187 1.8121
C -2.7311 2.1858 2.6406
C -0.3068 1.4165 -2.8691
C 1.1809 1.7616 -2.6985
C 3.6092 -1.3254 -0.3086
C -3.2968 -1.6000 2.3759
C -3.0794 0.7935 3.0920
C 0.5837 -1.6472 0.3508
C 2.5475 -2.1375 -1.1158
C 2.0127 0.5542 -2.3553
C 3.0205 0.0820 -0.1660
C -1.2406 -0.1574 1.6605
C -2.7609 -0.2048 1.9685
C 1.3006 -1.3219 -0.9706
N 1.7973 0.0676 -0.9871
H -1.3709 -0.0043 -3.7824
H -1.4173 3.4305 1.4911
H -3.3214 3.0212 3.0314
H -0.8263 2.2794 -3.3462
H -0.7610 1.2463 -1.8777
H 1.2209 2.5109 -1.9076
H 1.5326 2.1546 -3.6507
H 4.5867 -1.3457 -0.8104
H 3.7363 -1.7153 0.7118
H -4.3253 -1.4638 2.6480
H -3.2257 -2.2984 1.5001
H -2.7622 -2.0234 3.2553
H -2.5582 0.5370 4.0101
H -4.1784 0.7199 3.3095
H 0.4446 -2.7292 0.4691
H 1.1840 -1.3581 1.2099
H 2.4248 -3.1694 -0.7435
H 2.8451 -2.1662 -2.1868
H 3.0707 0.7681 -2.5679
H 1.8182 -0.2273 -3.1123
H 2.7698 0.3130 0.8778
H 3.7500 0.8303 -0.5157
H -0.6358 -0.4889 2.4921
H -3.3321 0.0328 1.0927
H 0.5942 -1.4927 -1.8067
H 1.1447 0.6608 -0.5192
*
```

natural (NBO) population analysis, charges in e, atoms 1 to 8: O -0.63; O -0.54; O -0.75; C 0.61; C 0.64; C -0.34; C -0.02; C -0.07


A structure of composition C26H23InN7O4S2, computed with ωB97M-V/def2-TZVPD.

## Properties
LUMO level ... -4.421 eV
Gap between HOMO and LUMO ... 5.86 eV
Molar mass ... 676.5 g/mol
HOMO level ... -0.378 Ha
Energy ... -2675.248379 hartree
Strongest force on any atom ... 0.1 eV Å⁻¹

Geometry as ORCA input:
```
! wB97M-V def2-TZVPD RIJCOSX def2/J DEFGRID3
* xyz 1 1
In 0.3974 0.4501 -0.2961
O -3.7813 4.0656 0.0834
C -4.0800 3.3245 -0.9952
C -5.3224 3.5469 -1.5922
C -5.7035 2.8268 -2.7033
C -4.8582 1.8625 -3.2530
C -3.6326 1.6356 -2.6685
C -3.2199 2.3512 -1.5362
C -1.9043 2.0413 -0.9541
O -1.2287 1.0617 -1.4752
N -1.5014 2.7482 0.0782
N -0.2770 2.3350 0.5953
C 0.3948 3.2428 1.2124
S 1.8678 2.8447 2.0526
C 2.4788 4.5489 1.9891
C 1.2922 5.4479 2.2812
S -0.0988 4.9034 1.2473
H -2.8878 3.8072 0.3936
H -5.9658 4.2995 -1.1571
H -6.6691 3.0177 -3.1535
H -5.1573 1.3062 -4.1303
H -2.9536 0.9030 -3.0829
H 2.8875 4.7185 0.9943
H 3.2599 4.6502 2.7409
H 1.5050 6.4825 2.0157
H 1.0009 5.3998 3.3293
C 5.3340 -0.1705 2.8996
C 5.0378 -0.3238 1.5528
C 3.7200 -0.4538 1.1446
C 2.7160 -0.4582 2.1015
C 2.9989 -0.3168 3.4555
C 4.3163 -0.1647 3.8475
N 1.3707 -0.5948 1.6424
N 0.6087 -1.1790 2.4215
C -0.7404 -1.3236 1.9842
C -1.5971 -1.9957 2.8289
C -2.9118 -2.1737 2.4136
C -3.3015 -1.6788 1.1827
C -2.3712 -1.0113 0.3977
N -1.1123 -0.8412 0.7996
H 6.3622 -0.0551 3.2153
H 5.8319 -0.3436 0.8188
H 3.4751 -0.5923 0.1020
H 2.1949 -0.3037 4.1778
H 4.5521 -0.0405 4.8956
H -1.2272 -2.3631 3.7750
H -3.6174 -2.6936 3.0469
H -4.3128 -1.7957 0.8212
H -2.6261 -0.5956 -0.5683
C 4.7420 3.2209 -2.9973
N 3.9006 2.0688 -2.6789
C 4.0130 0.8951 -3.3454
C 3.2342 -0.1821 -3.0847
C 2.2593 -0.0145 -2.0660
O 1.4210 -0.9014 -1.6855
N 2.1733 1.1535 -1.3975
C 2.9555 2.2456 -1.6581
O 2.8765 3.3012 -1.0635
H 5.4252 2.9437 -3.7951
H 5.3040 3.5238 -2.1169
H 4.1211 4.0554 -3.3146
H 4.7740 0.8720 -4.1140
H 3.3259 -1.1072 -3.6283
*
```

natural (NBO) population analysis, charges in e, atoms 1 to 8: In 1.84; O -0.67; C 0.36; C -0.28; C -0.15; C -0.26; C -0.16; C -0.19


Which of these has the highest energy?
C5H6N2S


The highest energy belongs to which entry?
C5H6N2S